The following is a quantum chemistry calculation of a structure of composition C39H28Br2ClGdN3O6P, from the OMol25 dataset.

Geometry as XYZ:
```
81
Properties=species:S:1:pos:R:3:forces:R:3
Gd 0.629707 1.317463 -0.514316 -0.038 1.272 0.870
Br -3.594211 3.999105 -0.103217 -0.186 0.098 0.006
C -2.056866 4.464777 0.892606 0.350 -0.762 -0.300
C -2.006855 5.673259 1.574918 0.325 0.409 0.341
C -0.870452 6.022229 2.260913 -0.422 0.231 -0.107
Br -0.837774 7.687452 3.183353 -0.040 -0.080 -0.046
C 0.263694 5.187292 2.268169 -0.054 -0.303 -0.184
C 1.475341 5.490459 2.920590 0.253 -0.139 0.003
C 2.509593 4.596841 2.867369 -0.233 0.180 0.020
C 2.340638 3.406743 2.146653 -0.122 -0.227 -0.157
N 1.236222 3.092065 1.506300 0.083 0.062 0.058
C 0.191900 3.952570 1.566795 -0.173 0.281 0.157
C -1.006660 3.543637 0.878117 -0.432 0.818 0.425
O -1.076357 2.395498 0.299994 -0.818 0.093 0.137
H -2.863036 6.331666 1.565068 -0.011 0.024 -0.004
H 1.573243 6.425636 3.451964 -0.001 0.014 0.041
H 3.444522 4.790016 3.368852 0.090 0.024 0.020
H 3.146017 2.684962 2.104180 0.089 0.029 -0.014
O 6.090059 0.074774 1.907687 0.345 0.158 -0.244
C 5.216937 -0.487813 2.707593 -0.403 -0.031 0.055
O 5.536180 -1.140879 3.672333 0.061 -0.058 0.082
C 3.765607 -0.293699 2.396099 -0.105 -0.012 -0.036
C 2.750479 -0.729879 3.229885 0.394 0.154 -0.163
N 1.588396 -0.385269 2.655159 0.112 0.079 -0.192
N 1.774426 0.241525 1.493045 0.599 0.040 -0.096
C 3.090397 0.313893 1.304145 -0.101 -0.021 0.364
C 3.616038 1.102885 0.105988 0.263 -0.352 0.556
O 4.824630 1.332390 0.050319 0.226 -0.063 -0.024
O 2.745797 1.496471 -0.716901 1.675 0.025 -0.137
H 5.677164 0.601049 1.147423 -0.190 -0.164 0.248
H 2.810396 -1.228144 4.178333 0.001 -0.109 0.093
H 0.652540 -0.568170 2.991031 0.144 0.071 -0.155
O -0.270306 -0.785807 -0.043954 -0.539 -0.564 -0.132
P -1.148371 -1.996677 0.067097 -0.225 -0.496 0.246
C -0.580727 -2.996217 1.472215 -0.327 0.115 -0.476
C 0.768485 -3.337027 1.540471 0.005 0.001 -0.066
C 1.251785 -4.015438 2.646437 0.063 -0.025 -0.069
C 0.391915 -4.354646 3.681623 -0.013 -0.018 0.000
C -0.950185 -4.018765 3.610835 -0.024 -0.033 0.091
C -1.439059 -3.339711 2.507882 -0.021 0.035 0.013
C -2.863612 -1.504575 0.337227 0.336 -0.190 -0.102
C -3.901850 -2.430243 0.332705 0.028 0.017 -0.009
C -5.201727 -1.992854 0.504374 -0.064 -0.164 -0.006
C -5.464615 -0.639946 0.664125 0.020 0.058 0.036
C -4.429753 0.280519 0.671637 -0.171 -0.024 -0.012
C -3.125088 -0.150971 0.507594 0.242 0.012 0.015
C -1.133174 -3.007736 -1.439255 -0.171 0.198 0.618
C -0.697820 -4.325773 -1.477053 0.010 0.037 0.053
C -0.749079 -5.026045 -2.671700 0.049 -0.069 -0.122
C -1.209912 -4.404731 -3.822075 0.070 -0.058 0.022
C -1.636424 -3.085106 -3.783879 -0.012 0.088 -0.035
C -1.614774 -2.391067 -2.590031 0.003 -0.098 -0.036
H 1.431582 -3.055545 0.730968 0.082 0.019 0.031
H 2.297632 -4.278837 2.704724 0.085 0.006 -0.008
H 0.768843 -4.884456 4.543806 0.045 -0.033 0.066
H -1.620150 -4.282442 4.414744 -0.048 -0.030 0.095
H -2.481537 -3.061784 2.455288 -0.070 -0.007 0.057
H -3.683699 -3.480940 0.195449 -0.067 -0.108 -0.051
H -6.011762 -2.706773 0.510644 -0.078 -0.052 -0.022
H -6.482850 -0.302034 0.782987 -0.108 0.020 0.026
H -4.635868 1.332189 0.793587 0.023 0.116 0.013
H -2.307878 0.559180 0.505537 -0.084 0.111 0.028
H -0.318386 -4.803064 -0.583021 -0.042 -0.021 0.031
H -0.424228 -6.056633 -2.708244 0.029 -0.024 0.006
H -1.231737 -4.948683 -4.754670 -0.015 -0.053 -0.068
H -1.980998 -2.598065 -4.683739 -0.072 0.017 -0.075
H -1.973014 -1.371016 -2.541335 -0.032 0.046 -0.048
Cl 1.371628 -0.706085 -2.495860 0.115 -0.370 -0.846
C 1.155756 0.281162 -3.926968 0.235 0.000 0.291
C 1.931800 0.035250 -5.041572 0.035 -0.191 0.003
C 1.818068 0.866922 -6.145097 -0.119 0.021 0.140
C 0.944313 1.943431 -6.099652 -0.112 0.040 -0.097
C 0.183779 2.182301 -4.973442 -0.023 0.274 0.196
C 0.249853 1.351796 -3.843514 0.295 -0.086 0.540
C -0.580077 1.566240 -2.653156 -2.031 -0.732 -3.468
H 2.627287 -0.792346 -5.050042 -0.014 -0.014 0.079
H 2.412297 0.684162 -7.027455 0.071 -0.029 -0.028
H 0.853182 2.597027 -6.954438 -0.009 0.065 -0.033
H -0.488092 3.029463 -4.946176 -0.026 0.044 0.002
H -1.169435 0.648089 -2.454342 0.517 0.237 0.753
H -1.289731 2.383503 -2.831736 0.476 0.168 0.741
```
Positions in Å, forces in eV/Å.

HOMO energy (alpha / beta): -3.87 / -7.39 eV
Total charge: 0
Multiplicity: 8
Frontier orbital gap (alpha / beta): 3.83 / 5.24 eV
Lowest unoccupied orbital energy (alpha / beta): -0.03 / -2.15 eV

---

The following is a quantum chemistry calculation of a structure of composition C22H44InN3O2P3, from the OMol25 dataset.

Geometry as XYZ:
```
75
Properties=species:S:1:pos:R:3:forces:R:3
In 0.185688 -0.128721 -0.423558 -0.151 -1.951 1.302
P 0.677639 0.879116 2.299119 -0.570 0.999 0.580
P 2.916025 -0.074494 -0.311335 1.128 -0.730 -0.952
P 0.015964 -2.385114 1.455671 -0.842 -0.801 -0.430
H -5.107125 0.197856 -1.485632 0.166 -0.142 0.330
C -4.807320 -0.375483 -0.602172 -0.294 0.173 0.553
C -5.145738 0.014140 0.638461 0.092 -0.252 -0.451
H -5.711071 0.938588 0.824324 0.147 -0.443 -0.132
C 0.835089 2.706468 2.302980 0.121 0.125 -0.112
C 2.024909 0.478652 3.482043 0.225 -0.382 -0.263
C -0.764650 0.738032 3.420693 -0.130 -0.132 -0.040
C 3.547822 -0.448667 -1.987510 -0.174 0.066 -0.034
C 4.012371 1.312140 0.194750 -0.497 0.410 0.184
C 3.544862 -1.476639 0.699039 -0.602 -0.010 0.216
C -1.775201 -2.410835 1.872481 -0.068 0.330 -0.002
C 0.808652 -2.824455 3.053676 0.281 0.352 0.046
C 0.182388 -3.958937 0.525418 0.348 0.096 -0.412
H -4.283823 -1.317288 -0.788990 -0.189 0.280 0.094
H -4.933266 -0.611085 1.515969 -0.054 0.273 -0.366
H -0.130274 3.175746 2.070542 0.249 -0.075 0.065
H 1.586947 3.034893 1.572184 -0.117 0.082 0.219
H 1.154555 3.020798 3.308123 -0.140 0.083 -0.371
H 3.006627 0.681896 3.036907 -0.182 -0.055 0.241
H 1.976706 -0.573866 3.784918 0.088 0.324 -0.046
H 1.895830 1.111365 4.372579 0.017 -0.177 -0.286
H -1.669657 1.063315 2.889206 0.246 -0.161 0.316
H -0.593443 1.395428 4.286731 -0.089 -0.222 -0.228
H -0.890930 -0.292170 3.777654 -0.013 0.340 -0.067
H 4.647594 -0.512407 -1.960431 -0.387 -0.004 -0.010
H 3.248371 0.356726 -2.675228 0.138 -0.273 0.115
H 3.127972 -1.399295 -2.346817 0.110 0.265 0.062
H 5.058290 0.994885 0.054444 -0.389 -0.040 0.022
H 3.854087 1.582236 1.247694 0.095 -0.051 -0.316
H 3.847206 2.204876 -0.426318 0.128 -0.209 0.142
H 4.582135 -1.695030 0.403183 -0.301 0.206 -0.003
H 2.928899 -2.370111 0.524314 0.222 0.208 0.007
H 3.516792 -1.231314 1.770310 0.022 -0.064 -0.347
H -2.099263 -3.452661 1.999551 0.062 0.312 0.081
H -2.339865 -1.959617 1.045261 0.093 -0.237 0.233
H -1.967178 -1.848360 2.794072 -0.038 -0.204 -0.207
H 0.730470 -3.907849 3.221411 -0.095 0.330 -0.069
H 0.335048 -2.295811 3.890842 0.168 -0.136 -0.186
H 1.871802 -2.556780 3.010537 -0.201 -0.223 0.160
H -0.786360 -4.474358 0.477920 0.327 0.139 0.003
H 0.921203 -4.606611 1.019487 -0.235 0.164 -0.227
H 0.515729 -3.741793 -0.497209 -0.126 -0.273 0.153
C -1.268028 -2.012665 -2.308472 0.847 -0.568 -1.786
C -0.448351 -1.387162 -3.290861 0.297 -0.932 1.307
C 0.198577 -2.189243 -4.226479 -0.063 -0.400 -0.521
C -0.170144 -3.529582 -4.379524 0.217 0.265 -0.010
C -1.209879 -4.057788 -3.601280 -0.179 0.340 -0.299
C -1.793830 -3.304055 -2.591117 0.262 0.795 0.379
O -1.406836 -1.497399 -1.094072 0.321 2.019 1.554
H 1.735600 2.159545 -0.823717 -0.444 0.813 -0.591
H -0.240007 -0.316442 -3.230456 -0.045 0.133 0.124
H 0.990933 -1.755251 -4.841937 -0.407 -0.172 -0.009
H 0.333955 -4.149914 -5.121663 -0.214 0.207 0.211
H -1.582844 -5.062668 -3.800064 0.184 0.214 0.133
H -2.578305 -3.691567 -1.943130 0.274 -0.086 -0.094
C 0.412728 4.993632 -2.648613 0.466 0.640 -0.503
N -0.403043 4.219068 -1.704171 -0.283 0.134 0.006
C -1.673471 4.614376 -1.338649 0.483 -0.846 0.404
C -2.374954 3.813410 -0.483168 -0.549 0.910 -0.440
C -1.888247 2.535681 -0.176555 -0.269 -1.283 1.060
N -0.672955 2.149673 -0.636829 0.839 0.060 0.052
C 0.082890 3.079867 -1.218841 0.646 -0.596 -0.028
O 1.403499 2.923674 -1.369158 -0.840 -0.854 0.401
N -2.542958 1.675466 0.655535 0.379 0.864 -1.357
H -0.158377 5.882350 -2.915138 0.137 -0.081 -0.022
H 0.614852 4.403767 -3.553317 -0.176 0.117 0.331
H 1.368070 5.292888 -2.204465 -0.329 -0.072 0.028
H -1.985775 5.569539 -1.750652 -0.180 -0.180 0.200
H -3.347194 4.103452 -0.107775 0.024 0.134 -0.120
H -3.506674 1.906425 0.883188 0.106 -0.095 -0.068
H -2.441739 0.673518 0.484091 -0.093 0.207 0.086
```
Positions in Å, forces in eV/Å.

HOMO energy (alpha / beta): -15.25 / -15.26 eV
Total charge: +3
Frontier orbital gap (alpha / beta): 4.96 / 4.96 eV
Lowest unoccupied orbital energy (alpha / beta): -10.29 / -10.29 eV

---

The following is a quantum chemistry calculation of a cluster of 6 separate species, C2H15O5S in total, from the OMol25 dataset.

Geometry as XYZ:
```
23
Properties=species:S:1:pos:R:3:forces:R:3
C -1.500972 2.574746 -1.071397 -0.231 -1.130 1.284
C -0.552374 1.342060 -1.135129 -1.232 0.639 0.181
S -1.475265 -0.156111 -0.570733 0.389 0.060 -0.161
H -1.762580 2.674935 -0.008957 -0.033 0.143 -0.077
H -2.427812 2.233442 -1.526252 -0.115 0.554 -0.442
H -1.157513 3.559158 -1.388858 0.246 -0.190 -0.490
H 0.252019 1.493442 -0.418566 0.539 -0.035 -0.513
H -0.267176 1.208637 -2.177400 0.601 -0.090 0.154
H -3.826126 -0.578599 -3.210834 -0.040 0.288 0.244
H -3.341634 -0.014385 -1.882978 0.313 0.064 0.214
O -4.004765 0.136294 -2.582407 -0.264 -0.308 -0.490
H 3.950201 -0.640816 2.470397 -0.408 -0.330 -0.226
H 4.885808 -1.455505 3.401318 -0.253 -0.271 0.108
O 4.850961 -0.705482 2.814271 0.667 0.541 0.020
H 1.660955 -1.507916 -1.681351 -0.148 -0.288 0.280
H 0.376825 -1.379227 -0.868080 -0.175 -0.275 0.155
O 1.185610 -1.949715 -0.958446 0.297 0.505 -0.445
H -0.091754 1.177526 2.126486 0.059 -0.421 0.188
H -0.538867 -0.083326 1.441216 -0.605 -0.187 -0.525
O -0.146283 0.220102 2.279292 0.368 0.535 0.379
H 2.251741 -1.399574 0.625005 -0.032 0.469 0.796
H 1.448575 -0.754380 1.783954 0.716 0.217 -0.087
O 2.374134 -0.924116 1.486457 -0.659 -0.490 -0.548
```
Positions in Å, forces in eV/Å.

HOMO energy: -4.21 eV
Total charge: -1
Frontier orbital gap: 7.76 eV
Lowest unoccupied orbital energy: 3.55 eV

---

Per-record E_tot, Ha: -8833.9421 -2392.6579 -859.6663